# 1
A 7-piece molecular cluster, C7H24O7 overall. Source: the Open Molecules 2025 dataset; level of theory: ωB97M-V with the def2-TZVPD basis set.

M: 220.26 g mol⁻¹
multiplicity: 2
energy above the lowest of the compared OMol25 structures with the same formula, charge and spin: 123.13 kcal per mole
total charge: +1

The geometry in XYZ format:
```
38
C7H24O7, DFT ωB97M-V with the def2-TZVPD basis set
C -0.5306 2.1911 -2.6209
C -1.5020 1.6309 -1.5993
C -0.9090 0.6719 -0.5578
C -1.6708 0.5053 0.5181
C 2.9071 -0.4367 -0.7174
O 3.6972 -0.6250 0.3909
C 1.5909 0.1114 -0.2870
C 0.3956 0.0332 -0.8661
H 0.4820 1.9440 -2.3281
H -0.8301 1.9906 -3.6221
H -0.5362 3.3413 -2.4611
H -1.9104 2.4212 -1.0300
H -2.3225 1.1200 -2.0462
H -2.6305 0.8368 0.5472
H -1.3626 0.0993 1.4807
H 3.3512 0.0666 -1.5847
H 2.8076 -1.5082 -1.0844
H 3.7681 0.1679 1.1094
H 1.6747 0.6569 0.6924
H 0.2079 -0.6419 -1.7866
H 1.6264 -2.2459 0.7643
H 0.2677 -2.7451 1.7150
O 0.6571 -2.4660 0.9037
H 1.6727 1.5665 2.2951
H 1.0346 0.7846 3.4466
O 1.7028 0.7748 2.7431
H -0.7703 -3.6617 -0.7828
H -1.6130 -2.7415 -0.5460
O -1.3723 -3.1030 -1.3635
H 0.3821 -0.8215 3.4162
H -0.9658 0.0283 2.9381
O -0.5396 -0.5185 3.5304
H -1.2355 3.5498 0.9574
H -1.2582 3.6104 2.4645
O -1.5875 3.1366 1.6856
H -2.4160 -2.0013 -2.5705
H -1.7004 -0.9150 -3.0060
O -2.4838 -1.3420 -3.1647
```

These are the natural (NBO) partial charges, in e, on atoms 1 to 8: number 1, C, carries -0.62; number 2, C, carries -0.48; number 3, C, carries 0.16; number 4, C, carries -0.07; number 5, C, carries -0.13; number 6, O, carries -0.71; number 7, C, carries -0.04; number 8, C, carries -0.20

---

# 2
A 9-piece molecular cluster, C7H24O8 overall. Source: the Open Molecules 2025 dataset; level of theory: ωB97M-V with the def2-TZVPD basis set.

M: 236.26 g mol⁻¹
multiplicity: 1
energy above the lowest of the compared OMol25 structures with the same formula, charge and spin: 0.00 kcal per mole

The geometry in XYZ format:
```
39
C7H24O8, DFT ωB97M-V with the def2-TZVPD basis set
C 0.6588 2.7525 2.3932
C 1.3766 1.4481 2.2041
C 1.3683 0.4654 3.1840
C 2.0374 -0.7434 2.9976
C 2.7254 -0.9739 1.8226
C 2.7510 -0.0001 0.8301
C 2.0804 1.1963 1.0228
H 0.0590 2.7621 3.2988
H 0.0073 2.9895 1.5484
H 1.3660 3.5718 2.5070
H 0.8525 0.6245 4.1217
H 2.0325 -1.4873 3.7806
H 3.2394 -1.9107 1.6689
H 3.3191 -0.1594 -0.0816
H 2.1099 1.9742 0.2663
O -0.8373 -2.3542 -0.0088
H -0.5990 -3.1753 0.4248
H -0.3719 -2.3255 -0.9096
O 1.4395 0.1991 -2.3587
H 1.6598 0.4186 -1.4513
H 0.6052 0.6834 -2.5565
O 0.1666 -2.2972 -2.3534
H -0.6214 -1.9667 -2.8513
H 0.7767 -1.5326 -2.3755
O -3.4209 -1.6802 -0.7961
H -3.6514 -1.0102 -0.1422
H -2.5650 -2.0361 -0.4928
O -1.7042 2.2607 -0.2221
H -2.6063 2.5642 -0.0767
H -1.6033 1.4470 0.3409
O -2.1216 -1.1023 -3.3953
H -2.7286 -1.3148 -2.6612
H -1.8525 -0.1779 -3.2250
O -1.0361 1.4868 -2.7400
H -1.3156 1.8016 -1.8378
H -1.0579 2.2562 -3.3205
O -1.4758 -0.0043 1.3007
H -1.1707 -0.8361 0.8696
H -0.8551 0.1336 2.0232
```

These are the natural (NBO) partial charges, in e, on atoms 1 to 8: number 1, C, carries -0.67; number 2, C, carries 0.08; number 3, C, carries -0.28; number 4, C, carries -0.20; number 5, C, carries -0.22; number 6, C, carries -0.20; number 7, C, carries -0.27; number 8, H, carries 0.21

---

# 3
C7H25CaN12O9 as an isolated structure. Source: the Open Molecules 2025 dataset; level of theory: ωB97M-V with the def2-TZVPD basis set.

M: 461.43 g mol⁻¹
multiplicity: 2
DFT total energy: -62416.427 eV

The geometry in XYZ format:
```
54
C7H25CaN12O9, DFT ωB97M-V with the def2-TZVPD basis set
Ca 0.2300 -1.5572 3.3024
O -1.4673 -0.4393 -0.4435
C -0.6376 -0.8614 0.5073
O -0.5755 -2.0516 0.8897
O -0.0217 -0.0432 1.2283
H -1.6976 -1.3232 -0.7389
C -2.4734 -4.7274 -0.0896
O -3.2327 -5.5516 -0.5235
N -2.9364 -4.0055 0.8479
N -1.3151 -4.2587 -0.6248
H -3.8011 -4.2434 1.3124
H -2.1879 -3.4997 1.2995
H -0.9550 -3.3589 -0.3406
H -0.8317 -4.7364 -1.3720
C -1.1820 0.4638 -4.0288
O -0.9277 0.3887 -5.2216
N -2.3127 0.4489 -3.5219
N -0.1708 0.7058 -3.2007
H -2.3891 0.5253 -2.5177
H -3.0405 0.2896 -4.2038
H 0.7804 0.9354 -3.4506
H -0.4532 0.7395 -2.2315
C -3.2802 2.5076 -0.0444
O -4.1100 1.9368 0.6115
N -2.0141 2.2150 -0.0576
N -3.4907 3.5148 -0.9078
H -1.4725 2.5777 -0.8292
H -1.6475 1.5822 0.6389
H -4.3921 3.8437 -1.2231
H -2.7266 4.1071 -1.2000
C 1.9219 1.3504 3.7840
O 1.3394 0.3402 4.0830
N 2.2781 2.2334 4.6437
N 2.1984 1.6072 2.5497
H 2.7980 3.0489 4.3526
H 2.0910 2.1108 5.6286
H 1.9208 2.5189 2.2154
H 1.8702 0.8849 1.9247
C 1.3557 3.3317 -0.9708
O 0.4517 4.1066 -0.7950
N 1.4766 2.1263 -0.5101
N 2.4194 3.6006 -1.6283
H 0.6257 1.8537 -0.0393
H 2.1152 1.4442 -0.8937
H 3.0861 2.9110 -1.9448
H 2.5879 4.5638 -1.8812
C 2.9038 -2.6073 1.0067
O 2.1742 -1.7501 1.4670
N 3.0474 -3.7965 1.5015
N 3.3395 -2.5417 -0.2126
H 2.5147 -3.9452 2.3466
H 3.5274 -4.4439 0.8928
H 2.8034 -1.8319 -0.6911
H 3.8857 -3.2407 -0.6955
```

These are the natural (NBO) partial charges, in e, on atoms 1 to 8: number 1, Ca, carries 1.01; number 2, O, carries -0.68; number 3, C, carries 0.96; number 4, O, carries -0.86; number 5, O, carries -0.87; number 6, H, carries 0.50; number 7, C, carries 0.75; number 8, O, carries -0.68